# 1
The following is a quantum chemistry calculation of 21 unconnected molecules or ions with the total composition C86H85N21O22, from the OMol25 dataset.

Structure (XYZ):
```
214
Properties=species:S:1:pos:R:3:lowdin_charge:R:1
O 6.215 6.317 -0.574 0.10
C 2.469 0.277 4.873 -0.07
C -3.243 3.845 6.760 -0.25
H 4.206 -1.226 0.425 0.06
H 1.181 0.657 -5.341 0.07
C -4.875 6.680 3.350 -0.03
H -0.158 1.482 -1.210 0.11
H -4.856 -1.096 -6.660 0.11
C -5.594 -1.967 1.217 -0.11
C 1.800 -4.803 -7.512 -0.09
H -3.534 -2.700 1.052 0.07
H 5.462 0.771 0.189 0.08
N -4.123 -4.484 -3.434 -0.33
N 1.688 -5.441 -0.002 -0.32
C 1.358 5.291 2.108 -0.29
C 6.227 3.988 -0.373 -0.14
H 2.552 2.424 7.514 0.09
H 2.041 -1.095 -3.160 0.08
C 0.027 0.127 0.477 -0.14
N 5.683 5.349 -0.088 -0.33
H 2.490 -2.683 -2.662 0.08
C 0.343 4.362 5.807 -0.02
C 3.844 -8.268 1.491 -0.06
H -2.002 4.956 2.973 0.11
C -0.266 -2.181 0.139 -0.07
N -2.546 -2.689 3.255 0.16
O -3.649 9.134 0.682 0.05
N -2.863 3.521 5.714 0.18
C 4.156 -6.004 -0.149 0.02
C 0.870 -4.285 -6.677 -0.01
C -4.552 -3.945 -4.791 -0.08
H -3.418 -1.033 5.751 0.09
N 0.082 6.870 5.918 -0.30
O -5.234 2.474 -0.661 0.06
N 1.923 7.139 -2.660 0.15
C 0.467 -4.968 -5.507 -0.12
N -3.410 2.829 2.164 -0.31
H -0.488 -0.568 -2.785 0.10
C 5.284 -6.858 0.166 -0.05
H -5.996 -2.624 1.973 0.11
C -0.405 -2.021 6.362 -0.05
H -0.244 -5.945 2.944 0.04
O -0.953 -3.260 -4.662 0.05
O -2.312 2.876 1.724 0.09
C -5.320 -4.475 -7.008 -0.08
C 0.801 -4.316 3.763 -0.29
C 6.557 5.188 -4.577 -0.06
H -3.530 4.470 -3.168 0.10
H -0.091 -6.088 4.619 0.08
C 4.709 -2.175 0.242 -0.08
H -6.891 5.892 3.077 0.09
C -3.949 -0.879 -0.085 0.05
H -0.757 -2.722 7.119 0.09
H 3.648 -1.463 -2.279 0.08
C -3.441 5.309 -1.201 -0.05
C 2.261 4.305 2.565 -0.08
O -4.049 1.789 2.475 0.04
C 5.633 2.963 -4.891 -0.01
H -7.526 -1.101 1.366 0.11
H 4.317 -5.166 -0.812 0.09
H -3.445 6.525 0.548 0.09
O 1.695 -4.753 -1.033 0.05
N -4.467 1.537 -0.832 -0.32
H -0.631 -3.111 0.550 0.10
H -3.054 4.366 -0.847 0.09
H 1.398 0.347 4.687 0.06
C -2.286 -8.597 1.047 -0.15
C 0.027 -1.143 0.994 -0.01
O -3.632 10.125 -1.250 0.03
C -3.543 6.347 3.216 -0.13
C -4.807 -4.871 -5.855 -0.04
C -3.954 4.154 2.536 -0.15
N -0.522 -4.419 -4.589 -0.29
H 4.052 -3.039 0.147 0.06
C 4.489 4.540 -3.474 0.00
H 2.797 -0.591 5.444 0.09
C -3.138 -7.528 0.810 -0.01
C -0.324 -0.075 -6.464 -0.30
C 1.060 0.287 -6.360 -0.07
H -4.343 3.428 8.571 0.08
C 5.712 -2.532 1.246 -0.27
C 2.832 -6.337 0.303 -0.10
H -0.195 4.837 -2.506 0.09
H -6.909 0.875 0.059 0.12
H -2.936 -7.391 -2.590 0.09
C 2.906 -1.745 -3.027 -0.07
N -1.713 -8.745 2.352 -0.32
H -2.483 0.111 4.709 0.07
N -1.414 -0.382 -6.503 0.15
C -4.575 -2.572 -5.126 0.00
O -0.044 1.197 2.503 0.03
C 5.446 5.521 -3.807 -0.05
C 5.588 2.896 0.159 0.00
C 7.400 3.795 -1.089 -0.01
C 1.575 5.643 7.450 -0.03
C -0.409 -1.978 -1.235 -0.08
H 3.591 4.666 -2.889 0.09
H 2.988 -6.415 -8.169 0.11
H -4.402 5.058 7.817 0.09
H 2.961 4.139 1.747 0.05
C 3.590 -1.865 -4.210 -0.33
N 4.145 -1.960 -5.235 0.15
C -5.323 4.394 2.644 -0.01
O 3.738 1.163 -4.216 0.05
H -2.859 7.171 3.355 0.11
N 3.614 2.189 -3.597 -0.30
C -3.380 -7.148 -0.470 -0.07
H 0.555 -6.888 -4.642 0.12
H 1.722 -7.715 1.425 0.11
N 6.516 -2.827 2.027 0.13
H 2.027 -7.900 -6.285 0.11
C -3.257 -0.656 4.741 -0.04
C 6.677 3.859 -5.014 -0.07
H 5.280 6.519 -3.429 0.11
C -0.276 -5.338 3.849 -0.07
C 2.745 -7.467 1.185 0.00
H 7.549 3.603 -5.599 0.11
C -6.195 0.086 0.243 -0.02
C -2.836 -7.755 -1.578 -0.04
C -2.027 -9.403 -0.074 -0.01
C -3.837 7.714 -1.237 -0.10
C -3.687 5.347 -2.556 -0.09
C -5.284 -3.084 -7.314 -0.06
H 7.523 0.454 -1.243 0.11
H 0.322 5.259 -0.822 0.06
H 5.670 1.953 -5.270 0.12
N -1.213 0.373 6.995 0.16
C 2.276 -6.097 -7.422 -0.03
C 1.749 -6.858 -6.344 -0.06
H -4.527 8.460 -3.216 0.12
O 2.726 2.373 -2.741 0.05
O 4.684 5.320 0.613 0.06
H -5.630 -2.626 -8.228 0.10
H -4.176 6.399 -4.356 0.11
N 0.333 1.299 1.342 -0.32
H -3.000 4.479 8.785 0.08
H 5.093 -2.205 -0.778 0.07
C -2.215 -8.993 -1.376 -0.06
O -1.937 -7.938 3.259 0.05
C -0.349 -0.703 -1.722 -0.08
H -4.390 -1.812 -4.381 0.11
O -0.914 -9.677 2.536 0.06
H -4.109 -0.349 4.133 0.08
H 5.899 -8.588 1.276 0.11
C 0.862 -6.294 -5.490 -0.04
C -4.204 7.643 -2.589 -0.02
C -4.870 0.239 -0.182 -0.11
H -3.476 -6.902 1.623 0.12
H 4.726 2.908 0.810 0.10
O -0.949 -5.195 -3.690 0.03
H 6.252 -6.681 -0.278 0.11
C 5.089 -7.934 0.989 -0.10
C 7.788 2.516 -1.509 -0.07
H 0.682 -1.950 6.316 0.07
C -3.064 5.148 2.929 -0.06
H 8.574 2.427 -2.245 0.11
H 0.152 -1.246 2.062 0.11
H 7.973 4.605 -1.516 0.11
H -1.280 -4.942 4.002 0.06
C -6.502 -0.984 1.042 -0.10
C -5.842 5.639 3.044 -0.03
H -1.684 -9.488 -2.176 0.11
H 1.813 3.326 2.735 0.05
C 2.201 4.512 7.950 -0.05
C -3.560 6.529 -0.526 0.02
C 6.038 1.615 -0.163 -0.06
C 1.026 3.197 6.191 -0.06
O -3.329 1.659 -1.304 0.05
O 0.817 2.309 0.868 0.06
N 3.549 0.827 2.521 0.16
H -0.710 -2.762 -1.913 0.10
H -2.962 -0.842 -0.522 0.09
C -0.136 0.449 -0.894 0.04
H 2.213 -4.105 -8.226 0.11
N -3.647 9.054 -0.554 -0.29
H 1.440 1.017 -7.074 0.09
O -0.735 6.902 4.987 0.06
O 0.370 7.870 6.597 0.05
C 1.927 3.278 7.301 -0.05
H 3.712 -9.118 2.144 0.11
H 0.389 -3.323 -6.775 0.11
H 2.782 1.000 5.627 0.06
H 1.750 -0.544 -6.505 0.07
C -3.771 4.205 8.065 -0.06
C -4.049 6.472 -3.286 -0.07
C 0.640 5.090 -1.851 -0.06
C -2.829 -1.794 3.904 -0.26
C 0.665 5.576 6.406 -0.13
O -4.313 -5.660 -3.245 0.05
H -0.288 4.203 4.945 0.10
H 7.323 5.920 -4.785 0.11
H -3.934 -6.231 -0.609 0.10
C -4.285 -1.982 0.759 -0.05
C 1.333 6.244 -2.330 -0.31
H -6.045 3.618 2.434 0.11
C 4.650 3.254 -3.954 -0.13
N 1.614 -3.543 3.758 0.14
O -3.806 -3.729 -2.528 0.07
H 1.384 4.300 -1.750 0.06
N 0.682 6.134 1.709 0.16
H -4.857 -5.929 -5.642 0.11
H 1.856 6.613 7.833 0.12
H 2.778 4.660 3.457 0.10
O 0.874 -5.342 0.876 0.07
H -5.729 -5.178 -7.718 0.11
C 3.064 0.594 3.589 -0.22
H 0.676 2.351 5.617 0.08
C -0.776 -0.641 6.724 -0.29
C -4.777 -2.151 -6.444 -0.07
C 7.108 1.421 -0.999 -0.08
H -0.850 -2.394 5.440 0.05
H -1.469 -10.327 -0.051 0.11
H 2.770 4.702 8.849 0.11
H -5.134 7.701 3.586 0.11
```

Results
- Net charge: 0
- Gap between HOMO and LUMO: 8.209 eV
- LUMO: -0.0426 Eh
- E: -6131.98134 hartree



# 2
The following is a quantum chemistry calculation of 10 unconnected molecules or ions with the total composition H20O10, from the OMol25 dataset.

Structure (XYZ):
```
30
Properties=species:S:1:pos:R:3:nbo_charge:R:1
O -1.907 0.095 0.065 -0.98
H -2.766 0.513 0.156 0.49
H 0.913 0.934 -2.003 0.47
H 1.801 2.949 0.442 0.47
O 0.281 -1.116 1.129 -0.96
H -0.517 1.263 -1.493 0.48
H 0.866 -2.658 -1.764 0.47
H -2.558 -0.467 2.700 0.47
H 0.668 -1.266 -1.883 0.46
H -3.251 -1.839 2.669 0.48
O 2.761 -1.969 1.233 -0.96
H -0.265 -1.464 0.415 0.48
H -1.186 2.386 0.582 0.49
O 3.498 0.403 -1.093 -0.93
H -2.278 -0.432 -1.562 0.48
H 1.899 -2.266 1.552 0.48
O 1.309 2.152 0.708 -0.92
H 2.663 -1.015 1.214 0.47
H -1.831 -1.458 -2.694 0.48
H -1.853 -0.515 0.815 0.50
H 3.675 -0.161 -1.849 0.47
O 0.428 -2.068 -2.397 -0.93
O -2.532 -0.858 -2.412 -0.99
H -0.049 -0.299 1.497 0.49
H 1.732 2.274 1.578 0.46
H -1.297 2.974 1.956 0.47
O -2.385 -1.418 2.655 -0.94
O 0.183 1.553 -2.086 -0.94
O -1.831 2.530 1.300 -0.96
H 3.829 1.244 -1.429 0.47
```

Results
- Net charge: 0
- SMILES string: O.O.O.O.O.O.O.O.O.O
- Gap between HOMO and LUMO: 10.282 eV
- Energy relative to the best compared isomer or geometry (same formula, charge and spin): 3.6244 eV
- LUMO: -0.0048 Eh
- E: -764.34873 hartree



# 3
The following is a quantum chemistry calculation of a molecular structure, C7H11N2, from the OMol25 dataset.

Structure (XYZ):
```
20
Properties=species:S:1:pos:R:3:mulliken_spin:R:1
C -0.342 1.818 1.263 0.26
H -1.936 0.685 1.878 -0.03
N -1.061 0.730 1.305 0.27
H -2.907 -1.157 1.084 0.02
H -0.559 2.769 1.917 0.01
C 0.572 0.730 -1.494 0.05
H -0.340 1.158 -1.673 0.00
N 0.768 1.915 0.596 0.30
H 2.042 -0.789 0.269 -0.01
C 0.306 -0.630 -0.861 0.05
H 0.918 -2.172 0.589 0.00
C -1.997 -1.229 0.518 0.46
C -1.043 -0.328 0.519 0.14
H -0.303 -1.336 -1.598 0.01
H 1.126 0.789 -2.433 0.01
C 1.332 1.481 -0.450 0.39
H -2.073 -2.151 -0.083 0.02
C 1.355 -1.436 -0.178 0.01
H 1.733 -2.234 -0.789 0.00
H 2.407 1.387 -0.379 0.02
```

Results
- ⟨S²⟩: 2.021
- Spin multiplicity: 3
- Net charge: +1
- Gap between HOMO and LUMO (alpha / beta): 7.607 / 6.637 eV
- Energy relative to the best compared isomer or geometry (same formula, charge and spin): 2.4498 eV
- LUMO (alpha / beta): -0.1190 / -0.2792 Eh
- E: -382.36473 hartree



# 4
The following is a quantum chemistry calculation of a single C6H10Cl2O molecule, from the OMol25 dataset.

Structure (XYZ):
```
19
Properties=species:S:1:pos:R:3:nbo_charge:R:1
Cl 0.273 0.641 2.450 0.00
Cl -0.418 2.467 0.414 -0.04
C -0.251 0.674 0.754 -0.06
O -2.542 0.342 -0.067 -0.49
H -0.955 -2.236 0.505 0.25
H -0.512 -0.815 -1.477 0.21
H 2.663 1.115 0.542 0.22
C -1.628 -0.047 0.636 0.57
H 2.856 0.260 -0.948 0.22
C 0.193 -0.043 -1.557 -0.62
C -1.643 -1.517 1.077 -0.74
H 0.777 -0.363 -2.445 0.23
H -2.617 -1.792 0.894 0.24
C 0.807 0.121 -0.211 -0.28
H -0.435 0.880 -1.792 0.23
H -1.593 -1.411 2.188 0.25
C 2.136 0.837 -0.366 -0.60
H 1.015 -0.838 0.196 0.21
H 1.872 1.726 -0.792 0.21
```

Results
- Net charge: 0
- SMILES string: CC(=O)C(Cl)(Cl)C(C)C
- Gap between HOMO and LUMO: 10.530 eV
- Energy relative to the best compared isomer or geometry (same formula, charge and spin): 0.8182 eV
- LUMO: 0.0139 Eh
- E: -1230.20626 hartree



| no. | strongest force on any atom (hartree/bohr) |
| --- | --- |
| 1 | 0.116 |
| 2 | 0.043 |
| 3 | 0.145 |
| 4 | 0.062 |